No. 1
{"formula": "C4H7N3", "method": "ωB97M-V/def2-TZVPD", "species": ["C", "H", "N", "H", "H", "H", "H", "H", "H", "C", "N", "C", "N", "C"], "positions_angstrom": [[-2.1491, -0.1814, 0.1868], [-2.6473, -1.0781, 2.0085], [-0.2064, 1.2103, -0.5675], [2.3944, 0.8372, 0.5033], [0.6147, -0.3368, -1.7416], [-3.0911, -0.4720, -0.2455], [1.6148, -0.7514, 0.4995], [2.8423, -0.3573, -0.7106], [1.4470, 1.2390, -1.8472], [0.9646, 0.5289, -1.1678], [-1.8262, -0.6599, 1.5270], [-1.2137, 0.5600, -0.3635], [-0.7407, -0.5854, 2.0609], [1.9967, 0.0470, -0.1425]], "de_lowest_kj_mol": 386.7, "total_energy_ha": -320.73601, "spin_multiplicity": 1, "e_lumo_ev": 0.8}

No. 2
{"formula": "C28H70IO23PS7", "method": "ωB97M-V/def2-TZVPD", "species": ["H", "H", "H", "C", "C", "H", "H", "H", "C", "C", "O", "O", "O", "H", "O", "H", "H", "H", "H", "O", "H", "H", "C", "H", "H", "H", "H", "H", "O", "H", "S", "O", "H", "S", "S", "O", "H", "H", "C", "I", "H", "O", "H", "H", "S", "H", "O", "H", "O", "S", "H", "H", "C", "H", "H", "P", "C", "C", "H", "H", "O", "O", "H", "H", "H", "H", "C", "O", "O", "C", "H", "C", "H", "H", "H", "O", "O", "O", "H", "H", "C", "H", "C", "H", "O", "C", "H", "O", "O", "H", "S", "H", "C", "H", "O", "H", "H", "S", "H", "H", "C", "C", "H", "H", "H", "C", "H", "H", "H", "H", "H", "C", "H", "O", "H", "C", "C", "H", "C", "H", "C", "H", "H", "C", "H", "H", "H", "C", "C", "C"], "positions_angstrom": [[5.2089, -3.8126, -1.1932], [2.0345, 2.9623, 0.2738], [-8.5417, 5.1901, -2.4723], [3.9885, 9.5746, -2.7124], [-2.4772, -0.2366, 1.7270], [5.5164, -4.7811, 0.2463], [-9.4437, 4.0029, -7.4393], [0.1818, 10.6899, -1.6684], [4.1554, 9.9719, -4.1681], [3.3594, -5.5982, 3.1979], [0.7781, -5.4371, 3.5875], [7.8263, -7.4350, 0.0151], [8.4567, -0.3700, -0.1219], [-3.0076, -2.6935, 0.4519], [-9.4555, 3.1053, -4.0651], [4.2008, 8.5127, -2.5658], [-7.7758, 2.8289, -2.8638], [11.6928, 0.8794, -0.6844], [4.6974, 10.1334, -2.1021], [1.7875, -7.5387, 2.7463], [-9.3043, 2.2414, -2.2307], [-1.8803, -1.8446, -0.7206], [10.9562, -0.8667, -1.7352], [-2.8641, 3.5209, 1.1631], [-7.9587, -0.1274, 3.6401], [-5.4775, -2.4263, 5.3318], [3.5260, -4.5271, 3.1005], [-1.5856, 3.7248, 2.3931], [-0.4258, 2.0225, 0.5233], [-8.7427, -1.8845, 0.5517], [-0.7322, 3.3931, 0.2206], [-1.1561, 3.7910, -1.0919], [-1.7341, -3.1656, 2.5570], [1.4444, 8.9807, -2.6814], [1.7229, -5.9360, 2.6284], [10.4694, -0.1139, 1.3453], [-1.3140, -1.6697, 3.5216], [12.8833, -0.3963, -0.8861], [1.9393, 4.4368, -1.3131], [-7.9689, 2.6995, 2.3300], [-6.9438, -3.0772, 4.5872], [2.6827, 9.8911, -2.2071], [-9.5169, 2.3667, -6.7289], [-7.4130, 0.6828, -0.5612], [-8.7638, 4.0010, -5.2069], [8.5548, -3.0023, 0.7724], [-7.4046, 3.5701, -5.3733], [-7.1928, -1.7046, -0.2698], [10.5264, -1.6425, -0.6064], [-7.2356, -3.5949, 1.3136], [-3.4422, -0.2300, -0.2917], [0.7753, -9.2901, 2.9364], [7.1611, -4.7318, -1.1650], [5.1835, 9.8069, -4.4939], [0.8995, -8.7010, 0.5002], [-8.5889, 0.5805, 1.2695], [-1.9105, 3.9943, 1.3911], [-7.2519, -0.7233, 1.6660], [-5.0291, -1.7407, 0.3978], [-4.6235, -1.5023, 2.1136], [1.7272, 7.6103, -2.3579], [1.6447, -5.5735, 1.2402], [-10.7825, 3.5782, -6.3425], [12.4242, 0.6223, -2.2678], [-0.7699, -8.9726, 1.0454], [1.6681, 5.4830, -1.4409], [-1.9760, -2.3646, 0.2534], [7.2518, -5.8325, 1.8569], [-9.0869, 5.3816, -4.9769], [-1.4774, -1.3808, 1.3606], [0.5470, 9.3489, -0.5336], [0.5674, -8.2782, 2.5899], [6.2805, -3.2068, 0.0864], [-2.8119, -0.3432, 2.7744], [-8.1713, -1.8466, 3.3586], [-8.3616, 0.7915, -0.3994], [-5.7950, -3.9275, 1.2337], [-6.2483, -1.1725, 3.9236], [2.5172, 4.5851, 0.7436], [10.0716, -2.8889, 1.7189], [-1.0938, -2.2694, 2.6186], [-0.2080, -7.8655, 3.2401], [0.2488, 9.6116, -1.5455], [-7.6738, -3.7884, 2.6040], [0.5027, 4.3147, 0.6772], [-3.6967, -0.0890, 0.7740], [-0.1695, -7.3360, 0.7829], [8.2476, -5.0093, -0.2611], [-8.0320, -4.5318, 0.4641], [3.4425, -5.8973, 4.2396], [8.0910, -6.2400, 0.7630], [1.2817, 3.8507, -1.9546], [-7.4513, -1.0159, 3.2038], [2.9635, 4.2897, -1.6596], [-6.0296, -0.0984, 1.3412], [-1.2614, -3.2061, 0.2192], [-4.0248, 0.9703, 0.8444], [9.6221, -0.9201, 0.5115], [10.0219, -5.3034, 1.7328], [-8.6512, 4.2614, -0.9773], [-9.0463, 4.3526, -1.9912], [-6.0189, -2.5082, 4.3735], [7.5532, -4.0413, -1.9115], [10.4126, -6.5566, 0.5107], [4.0687, -6.1411, 2.5767], [-9.7302, 3.4201, -6.5662], [-0.5216, -0.9395, 1.0177], [-10.1074, 4.6001, -1.9378], [-1.9063, 0.7194, 1.6511], [6.8683, -5.6444, -1.6891], [8.6028, -2.0528, 2.2810], [-4.9256, -0.9800, 1.1913], [3.9011, 11.0231, -4.3093], [1.0590, 9.3704, -4.0083], [-0.7053, 9.1489, -1.7905], [9.1676, -2.3714, 1.4066], [12.0542, 0.1176, -1.3741], [10.1020, -0.3570, -2.1878], [-8.8389, 3.0648, -2.7673], [3.5012, 9.3894, -4.8157], [9.7610, -6.2812, 1.3360], [-1.9952, 5.0727, 1.2819], [9.8139, -7.0287, 2.1251], [1.8045, 4.0225, 0.1411], [-0.0257, -2.5261, 2.5514], [11.3353, -1.5770, -2.4695], [-5.4084, -3.0440, 3.6205], [-7.6460, -1.9254, 0.7105], [0.1035, -8.3265, 1.1451], [5.9716, -4.0949, -0.4671]], "smiles": "COC[C@](C[SH](=O)=O)(OCCCC(C)C)P(O)I.CCOS(C)(=O)=O.CCOS(C)(=O)=O.CCOS(C)(=O)=O.CCOS(C)(=O)=O.CCOS(C)(=O)=O.CCOS(C)(=O)=O", "total_energy_ha": -6265.56547, "spin_multiplicity": 1, "e_lumo_ev": -0.1}

No. 3
{"formula": "C5H5CsN", "method": "ωB97M-V/def2-TZVPD", "species": ["H", "H", "C", "H", "C", "N", "C", "Cs", "H", "H", "C", "C"], "positions_angstrom": [[-0.5019, 0.8716, 1.9508], [-0.7897, -2.8008, 0.0826], [-0.5916, -1.7449, -0.0284], [-1.2570, -1.3154, 2.0303], [-0.7543, -1.0287, 1.1184], [-0.1605, -1.2676, -1.2244], [0.2079, 0.8547, -0.1477], [2.8399, 3.6388, -1.0735], [0.5225, 0.5887, -2.1643], [0.6193, 1.8419, -0.2980], [-0.2976, 0.3085, 1.0522], [0.1630, 0.0533, -1.2979]], "de_lowest_kj_mol": 0.0, "total_energy_ha": -268.31873, "spin_multiplicity": 2, "e_lumo_ev": [0.1, 0.2]}

No. 4
{"formula": "C9H19N3O5P", "method": "ωB97M-V/def2-TZVPD", "species": ["H", "H", "H", "C", "C", "C", "H", "H", "H", "P", "C", "O", "C", "H", "H", "C", "O", "N", "H", "N", "N", "O", "H", "H", "C", "H", "H", "C", "O", "H", "C", "H", "O", "H", "H", "H", "H"], "positions_angstrom": [[0.9586, -4.6935, 2.4887], [0.9870, 4.2650, -3.3823], [0.1766, -1.1107, 3.3113], [0.5500, -1.2306, 2.1877], [-0.7113, 2.7170, -0.8796], [2.0663, -3.2907, 1.4801], [2.3761, -4.1597, 3.3308], [-0.5188, -0.7436, -3.2425], [0.7901, 1.7923, -3.6397], [-1.7782, -2.5037, 2.4773], [0.3103, 4.3610, -2.5257], [2.0631, -3.5093, 0.1485], [-0.8071, 1.3558, -0.8142], [1.0465, -0.7698, -2.3753], [-1.2333, 0.6726, -0.0997], [2.1131, -1.8179, 2.2000], [-2.5263, -1.1563, 2.8495], [-0.1849, 0.8577, -1.9465], [-3.3821, -3.1864, 0.9432], [-0.0452, 3.0176, -2.0580], [1.9943, -4.5175, 2.4117], [-2.8129, -3.6607, 1.6179], [2.8210, -1.0851, 1.6037], [-0.6245, 6.1694, -3.2419], [-0.9143, 5.1644, -2.9209], [2.4832, -1.9161, 3.3302], [-1.6099, 5.2626, -2.0813], [-0.0208, -0.5501, -2.2890], [-0.3367, -2.2221, 1.5117], [-1.0351, 3.5183, -0.2378], [0.2642, 1.8769, -2.6958], [-1.4499, 4.6786, -3.7423], [-1.3839, -3.3160, 4.0070], [-0.4601, -1.1820, -1.5130], [-0.4987, -3.7764, 3.8382], [0.4754, -0.1748, 1.6702], [0.8581, 4.8636, -1.7222]], "total_energy_ha": -1235.90566, "spin_multiplicity": 1, "e_lumo_ev": -3.0, "total_charge": 1}